No. 1
A single C5H8O molecule. Source: the Open Molecules 2025 dataset; level of theory: ωB97M-V/def2-TZVPD.

Each line ends with the Mulliken charge.
Element x y z (Å)
O: 1.364 0.623 1.530  -0.50
C: 0.568 0.221 0.486  0.53
C: -0.147 -1.105 0.478  -0.52
C: -1.275 -0.591 -0.448  -0.55
C: -0.846 0.893 -0.396  -0.40
C: 0.615 0.832 -0.834  -0.73
H: 2.152 1.030 1.141  0.35
H: -0.543 -1.388 1.458  0.29
H: 0.506 -1.902 0.113  0.27
H: -2.287 -0.767 -0.076  0.31
H: -1.215 -1.008 -1.461  0.26
H: -0.693 1.097 0.747  0.13
H: 1.100 1.802 -0.918  0.36
H: 0.877 0.136 -1.628  0.18

Calculated values
* relative energy (zero: lowest compared OMol25 entry of this formula, charge and spin): 4.0200 eV
* M: 84.1 g/mol
* DFT total energy: -7358.235 eV
* strongest force on any atom: 1.69 eV/A
* SMILES: O[C@@]12CC[C@@H]1C2

---

No. 2
2 unconnected molecules or ions with the total composition C5H8O. Source: the Open Molecules 2025 dataset; level of theory: ωB97M-V/def2-TZVPD.

Each line ends with the Mulliken charge.
Element x y z (Å)
C: 0.807 -1.557 -1.617  0.52
C: -0.072 -1.372 -0.816  -0.54
C: -1.108 -1.030 0.154  -0.49
C: -0.986 -1.271 1.455  -0.69
H: 1.545 -1.706 -2.350  0.40
H: -2.067 -0.800 -0.294  0.28
H: -1.840 -1.258 2.111  0.27
H: -0.034 -1.512 1.900  0.28
C: 0.787 1.934 0.177  -0.45
O: -0.110 1.708 -0.886  -0.47
H: 1.831 1.800 -0.124  0.24
H: 0.621 2.953 0.520  0.25
H: 0.577 1.285 1.035  0.18
H: 0.049 0.827 -1.266  0.22

Calculated values
* relative energy (zero: lowest compared OMol25 entry of this formula, charge and spin): 3.2530 eV
* M: 84.1 g/mol
* DFT total energy: -7359.002 eV
* strongest force on any atom: 1.52 eV/A
* SMILES: C#CC=C.CO

---

No. 3
A single C5H8O molecule. Source: the Open Molecules 2025 dataset; level of theory: ωB97M-V/def2-TZVPD.

Each line ends with the Mulliken charge.
Element x y z (Å)
C: 0.431 -1.620 -0.208  -1.17
C: -0.344 -0.333 -0.102  0.71
C: -1.157 0.108 -1.289  -1.19
C: -0.211 0.441 0.950  -0.30
C: 0.321 1.348 1.724  -0.18
O: 1.442 2.040 1.320  -0.50
H: 1.037 -1.778 0.686  0.32
H: -0.211 -2.492 -0.359  0.34
H: 1.102 -1.560 -1.074  0.32
H: -1.601 1.090 -1.114  0.33
H: -1.955 -0.598 -1.533  0.33
H: -0.510 0.177 -2.172  0.32
H: -0.011 1.670 2.702  0.34
H: 1.716 1.633 0.489  0.31

Calculated values
* relative energy (zero: lowest compared OMol25 entry of this formula, charge and spin): 2.0138 eV
* M: 84.1 g/mol
* DFT total energy: -7360.242 eV
* strongest force on any atom: 0.28 eV/A
* SMILES: CC(C)=C=CO

---

No. 4
2 unconnected molecules or ions with the total composition C5H8O. Source: the Open Molecules 2025 dataset; level of theory: ωB97M-V/def2-TZVPD.

Each line ends with the Mulliken charge.
Element x y z (Å)
C: -1.132 -1.572 0.605  -0.89
C: -1.085 -0.933 -0.563  0.71
O: -1.030 -0.895 -1.741  -0.42
H: -1.204 -1.076 1.554  0.25
H: -1.327 -2.638 0.545  0.30
C: -0.680 1.189 0.111  -0.91
C: 0.521 0.727 0.525  0.08
C: 1.645 0.441 -0.414  -0.95
H: -1.432 1.481 0.834  0.29
H: -0.829 1.577 -0.895  0.33
H: 0.722 0.567 1.586  0.35
H: 1.340 -0.254 -1.199  0.23
H: 1.920 1.353 -0.939  0.29
H: 2.572 0.034 -0.006  0.33

Calculated values
* relative energy (zero: lowest compared OMol25 entry of this formula, charge and spin): 2.6298 eV
* M: 84.1 g/mol
* DFT total energy: -7359.625 eV
* strongest force on any atom: 1.89 eV/A
* SMILES: C=C=O.C=CC

---

No. 5
A molecular structure, C5H8O. Source: the Open Molecules 2025 dataset; level of theory: ωB97M-V/def2-TZVPD.

Each line ends with the Mulliken charge.
Element x y z (Å)
C: -1.689 -0.096 0.465  -1.24
C: -0.290 0.296 0.101  0.94
C: 0.270 1.028 -1.049  -0.74
C: 0.868 -0.338 -0.743  -0.25
C: 1.447 -0.541 0.649  -0.44
O: 0.548 0.389 1.249  -0.46
H: -1.686 -1.145 0.777  0.25
H: -2.003 0.497 1.333  0.34
H: -2.414 0.045 -0.340  0.35
H: 0.810 1.967 -0.975  0.24
H: -0.446 1.002 -1.878  0.24
H: 0.973 -1.141 -1.474  0.30
H: 2.491 -0.407 0.951  0.28
H: 1.122 -1.556 0.934  0.20

Calculated values
* relative energy (zero: lowest compared OMol25 entry of this formula, charge and spin): 2.6863 eV
* M: 84.1 g/mol
* DFT total energy: -7359.569 eV
* strongest force on any atom: 0.67 eV/A

---

No. 6
A single C5H8O molecule. Source: the Open Molecules 2025 dataset; level of theory: ωB97M-V/def2-TZVPD.

Each line ends with the Mulliken charge.
Element x y z (Å)
C: 0.100 -0.493 2.773  -0.78
C: 0.383 -0.943 1.498  0.03
O: -0.355 -0.647 0.340  -0.33
C: 0.679 -0.478 -0.707  -0.07
C: 0.316 0.301 -1.781  -0.13
C: -0.970 1.074 -1.811  -0.85
H: -0.911 -0.064 2.888  0.24
H: 0.615 -0.821 3.679  0.28
H: 1.204 -1.556 1.392  0.40
H: 1.733 -0.815 -0.473  0.22
H: 1.112 0.562 -2.621  0.23
H: -1.051 1.769 -2.672  0.30
H: -1.785 0.366 -1.662  0.26
H: -1.070 1.743 -0.843  0.22

Calculated values
* relative energy (zero: lowest compared OMol25 entry of this formula, charge and spin): 2.9768 eV
* M: 84.1 g/mol
* DFT total energy: -7359.278 eV
* strongest force on any atom: 4.53 eV/A
* SMILES: C=CO/C=C\C

---

No. 7
A single C5H8O molecule. Source: the Open Molecules 2025 dataset; level of theory: ωB97M-V/def2-TZVPD.

Each line ends with the Mulliken charge.
Element x y z (Å)
C: 2.071 0.139 -1.538  0.33
C: 1.431 -0.032 -0.507  -0.93
C: 0.426 -0.382 0.732  0.02
O: 0.875 -1.636 1.176  -0.53
C: -0.977 -0.381 0.127  -0.38
C: -1.333 1.059 -0.220  -1.08
H: 2.621 0.380 -2.454  0.40
H: 0.382 0.264 1.645  0.29
H: 1.385 -1.858 0.393  0.34
H: -0.935 -1.024 -0.757  0.25
H: -1.729 -0.808 0.808  0.32
H: -1.383 1.673 0.689  0.31
H: -2.295 1.127 -0.730  0.32
H: -0.557 1.482 -0.866  0.32

Calculated values
* relative energy (zero: lowest compared OMol25 entry of this formula, charge and spin): 2.8820 eV
* M: 84.1 g/mol
* DFT total energy: -7359.373 eV
* strongest force on any atom: 1.52 eV/A
* SMILES: C#C[C@H](O)CC

---

No. 8
A single C5H8O molecule. Source: the Open Molecules 2025 dataset; level of theory: ωB97M-V/def2-TZVPD.

Each line ends with the Mulliken charge.
Element x y z (Å)
C: -0.810 -1.185 0.892  -1.42
C: 0.402 -0.448 0.346  0.20
C: 0.359 -0.151 -1.188  -0.70
C: 0.233 1.335 -0.859  -0.26
O: -0.839 1.544 0.058  -0.44
C: 0.401 1.076 0.572  -0.25
H: -1.720 -0.684 0.546  0.34
H: -0.825 -1.202 1.987  0.35
H: -0.827 -2.219 0.530  0.36
H: 1.340 -0.923 0.651  0.40
H: -0.445 -0.617 -1.767  0.30
H: 1.323 -0.357 -1.664  0.26
H: 0.499 2.189 -1.472  0.43
H: 0.894 1.664 1.340  0.44

Calculated values
* relative energy (zero: lowest compared OMol25 entry of this formula, charge and spin): 2.1619 eV
* M: 84.1 g/mol
* DFT total energy: -7360.093 eV
* strongest force on any atom: 0.39 eV/A
* SMILES: C[C@H]1C[C@H]2O[C@@H]12

---

No. 9
A molecular structure, C5H8O. Source: the Open Molecules 2025 dataset; level of theory: ωB97M-V/def2-TZVPD.

Each line ends with the Mulliken charge.
Element x y z (Å)
C: -0.790 1.159 -0.004  -0.66
C: -0.888 -1.198 0.264  -0.30
C: 0.567 -0.876 -0.352  -0.36
C: 1.767 0.036 -0.167  -0.16
C: 0.566 0.479 0.491  0.00
H: -0.805 1.584 -0.953  0.33
H: -1.346 1.797 0.663  0.26
H: -1.446 -1.886 -0.418  0.27
H: -0.865 -1.255 1.402  0.26
H: 0.005 -0.323 -1.446  0.12
H: 2.567 -0.301 0.428  0.23
H: 2.123 0.541 -1.115  0.20
H: 0.210 0.224 1.546  0.19
O: -1.664 0.017 -0.340  -0.40

Calculated values
* relative energy (zero: lowest compared OMol25 entry of this formula, charge and spin): 6.3420 eV
* M: 84.1 g/mol
* DFT total energy: -7355.913 eV
* strongest force on any atom: 6.15 eV/A

---

No. 10
2 unconnected molecules or ions with the total composition C5H8O. Source: the Open Molecules 2025 dataset; level of theory: ωB97M-V/def2-TZVPD.

Each line ends with the Mulliken charge.
Element x y z (Å)
C: 0.690 -0.704 -1.937  -0.69
C: 0.263 0.155 -1.035  0.27
C: 0.272 -1.021 1.581  0.38
C: 0.370 1.564 -0.792  -1.10
C: -1.121 -0.625 1.830  -0.76
O: 1.204 -1.630 1.942  -0.38
H: 0.834 -0.523 -3.017  0.28
H: 0.739 -1.775 -1.644  0.20
H: 0.737 1.971 -1.676  0.42
H: 1.021 1.898 -0.034  0.27
H: -0.622 2.016 -0.612  0.28
H: -1.059 0.562 1.860  0.24
H: -1.641 -1.225 2.663  0.31
H: -1.687 -0.664 0.870  0.28

Calculated values
* relative energy (zero: lowest compared OMol25 entry of this formula, charge and spin): 5.4165 eV
* M: 84.1 g/mol
* DFT total energy: -7356.839 eV
* strongest force on any atom: 2.70 eV/A

---

No. 11
A single C5H8O molecule. Source: the Open Molecules 2025 dataset; level of theory: ωB97M-V/def2-TZVPD.

Each line ends with the Mulliken charge.
Element x y z (Å)
C: -1.098 2.097 0.981  -0.26
C: -1.305 0.942 0.685  -0.29
C: -0.980 -0.435 0.356  -0.59
C: 0.594 -0.470 0.188  0.41
C: 0.919 -1.052 -1.173  -1.32
O: 1.306 0.762 0.285  -0.52
H: -1.183 3.115 1.254  0.46
H: -1.515 -0.736 -0.559  0.30
H: -1.354 -1.068 1.177  0.31
H: 0.973 -1.112 0.991  0.22
H: 0.461 -0.405 -1.931  0.31
H: 2.002 -1.071 -1.346  0.35
H: 0.500 -2.058 -1.235  0.36
H: 0.681 1.490 0.328  0.26

Calculated values
* relative energy (zero: lowest compared OMol25 entry of this formula, charge and spin): 2.4792 eV
* M: 84.1 g/mol
* DFT total energy: -7359.776 eV
* strongest force on any atom: 1.32 eV/A
* SMILES: C#CC[C@@H](C)O

---

No. 12
A single C5H8O molecule. Source: the Open Molecules 2025 dataset; level of theory: ωB97M-V/def2-TZVPD.

Each line ends with the Mulliken charge.
Element x y z (Å)
O: 1.217 -1.214 1.145  -0.51
C: 0.979 -0.910 -0.207  -0.46
C: -0.504 -0.768 -0.547  -0.37
C: -1.120 0.456 0.129  -0.62
C: -0.141 1.603 0.047  -0.10
C: 1.139 1.628 -0.253  -0.58
H: 0.969 -0.452 1.684  0.36
H: 1.426 -1.725 -0.779  0.37
H: -0.595 -0.670 -1.635  0.30
H: -1.057 -1.671 -0.254  0.26
H: -2.071 0.735 -0.341  0.33
H: -1.351 0.252 1.184  0.28
H: -0.487 2.614 0.283  0.38
H: 1.556 0.013 -0.520  0.36

Calculated values
* relative energy (zero: lowest compared OMol25 entry of this formula, charge and spin): 4.1263 eV
* M: 84.1 g/mol
* DFT total energy: -7358.129 eV
* strongest force on any atom: 0.85 eV/A